# 1
ORCA calculation (wB97M-V/def2-TZVPD) on C34H34As3CoS3 as an isolated structure.

Values from the calculation:
⟨S²⟩: 0.7782
multiplicity: 2
HOMO-LUMO gap (alpha / beta): 6.21 / 6.41 eV
energy above the lowest of the compared OMol25 structures with the same formula, charge and spin: 0.00 kcal per mole
LUMO level (alpha / beta): 2.578 / 2.581 eV
total charge: -1

Last column: Löwdin spin population.
Atoms and positions in Å:
Co 0.85 0.56 1.61  1.014
C -2.90 4.45 -0.88  0.000
As -1.46 3.10 -0.75  0.000
C -0.59 3.56 -2.45  0.000
C -2.53 1.57 -1.40  0.002
C -3.19 1.63 -2.62  0.000
C -3.95 0.56 -3.09  0.002
C -4.05 -0.59 -2.32  0.000
C -3.40 -0.66 -1.09  0.003
C -2.65 0.42 -0.61  0.012
As -1.67 0.26 1.09  0.029
C -2.71 1.45 2.23  0.002
C -2.47 -1.41 1.75  0.006
H -3.38 4.44 -1.86  0.000
H -2.46 5.43 -0.69  0.000
H -3.64 4.25 -0.11  0.000
H -1.30 3.61 -3.27  0.000
H 0.17 2.81 -2.65  0.000
H -0.11 4.53 -2.32  0.000
H -3.12 2.52 -3.23  0.000
H -4.45 0.63 -4.05  0.000
H -4.62 -1.43 -2.67  0.000
H -3.48 -1.57 -0.51  0.000
H -3.78 1.34 2.04  0.001
H -2.39 2.48 2.07  0.000
H -2.48 1.18 3.26  0.000
H -3.56 -1.36 1.71  0.001
H -2.14 -1.51 2.78  0.000
H -2.11 -2.27 1.18  0.000
S 0.47 -0.54 3.60  -0.018
C 0.62 -2.26 3.30  -0.002
C 0.37 -3.17 4.35  -0.001
C 0.56 -4.52 4.18  0.000
C 1.00 -5.04 2.96  0.000
C 1.23 -4.17 1.91  0.000
C 1.02 -2.80 2.07  -0.002
As 1.32 -1.50 0.69  -0.012
C 0.25 -2.08 -0.83  -0.002
C 0.22 -1.22 -1.93  0.000
C -0.52 -1.56 -3.06  0.000
C -1.24 -2.74 -3.10  0.000
C -1.23 -3.59 -1.99  0.000
C -0.49 -3.25 -0.86  -0.001
C 3.10 -1.94 0.05  0.000
C 3.34 -2.90 -0.93  0.000
C 4.64 -3.19 -1.31  0.000
C 5.71 -2.52 -0.71  0.000
C 5.46 -1.56 0.25  0.000
C 4.16 -1.26 0.63  0.001
H 0.05 -2.77 5.30  0.000
H 0.36 -5.19 5.01  0.000
H 1.17 -6.11 2.84  0.000
H 1.60 -4.55 0.97  0.000
H 0.76 -0.28 -1.90  0.000
H -0.54 -0.88 -3.90  0.000
H -1.82 -3.00 -3.97  0.000
H -1.81 -4.50 -2.01  0.000
H -0.51 -3.91 0.00  0.000
H 2.51 -3.41 -1.40  0.000
H 4.83 -3.94 -2.07  0.000
H 6.72 -2.75 -1.01  0.000
H 6.29 -1.02 0.71  0.000
H 3.97 -0.48 1.36  0.001
S 0.72 2.49 2.70  -0.016
C 1.24 3.68 1.54  -0.003
C 1.18 5.05 1.84  0.000
C 1.62 6.00 0.94  0.000
C 2.13 5.61 -0.29  0.001
C 2.20 4.26 -0.61  0.000
C 1.74 3.29 0.29  -0.003
S 1.79 1.59 -0.14  -0.016
H 0.78 5.35 2.80  -0.001
H 1.56 7.06 1.19  0.000
H 2.49 6.35 -1.00  0.000
H 2.59 3.94 -1.56  -0.001



# 2
ORCA calculation (wB97M-V/def2-TZVPD) on a single C8H6BrNOS molecule at a distorted geometry.

Values from the calculation:
multiplicity: 1
HOMO-LUMO gap (alpha / beta): 5.94 / 6.79 eV
energy above the lowest of the compared OMol25 structures with the same formula, charge and spin: 60.70 kcal per mole
LUMO level (alpha / beta): -2.621 / -2.132 eV

Last column: natural (NBO) charge in e.
Atoms and positions in Å:
C -1.67 -0.24 1.54  -0.167
C -1.67 1.17 1.62  -0.212
C -0.97 -0.94 0.64  -0.223
C -0.93 1.83 0.65  -0.166
C -0.30 -0.25 -0.43  0.102
C -0.23 1.14 -0.36  -0.312
C 1.83 -0.85 -1.38  0.606
C 0.32 -1.04 -1.62  -0.522
N 1.98 -0.62 -0.08  -0.499
O 2.67 -0.90 -2.24  -0.517
S 0.96 1.92 -1.14  0.134
Br 3.47 -0.02 0.64  0.375
H -2.10 -0.72 2.45  0.218
H -2.19 1.61 2.47  0.227
H -0.85 -2.05 0.77  0.228
H -0.54 2.80 0.67  0.228
H 0.16 -2.13 -1.56  0.242
H 0.06 -0.70 -2.63  0.258



# 3
ORCA calculation (wB97M-V/def2-TZVPD) on a 13-piece molecular cluster, C41H116N18O15 overall at a distorted geometry.

Values from the calculation:
multiplicity: 1
HOMO-LUMO gap: 8.37 eV
energy above the lowest of the compared OMol25 structures with the same formula, charge and spin: 27.55 kcal per mole
LUMO level: 0.069 eV

Last column: Löwdin charge in e.
Atoms and positions in Å:
C 4.55 1.98 -1.24  -0.748
O 5.64 2.00 -1.79  0.017
N 4.25 2.64 -0.17  0.193
N 3.57 1.08 -1.66  0.141
H 3.48 2.29 0.38  0.072
H 5.03 3.14 0.22  0.129
H 2.79 0.84 -1.03  0.029
H 3.96 0.34 -2.21  0.052
C -4.01 3.24 -2.59  -0.706
O -4.24 2.88 -1.44  0.008
N -2.78 3.42 -3.05  0.170
N -4.99 3.59 -3.42  0.177
H -2.76 3.67 -4.03  0.115
H -1.93 3.29 -2.53  0.071
H -4.71 3.93 -4.33  0.106
H -5.88 3.75 -2.98  0.122
C -4.69 0.55 1.13  -0.703
O -4.88 -0.47 1.77  0.009
N -3.63 1.38 1.26  0.187
N -5.55 0.95 0.21  0.167
H -3.62 2.29 0.83  0.088
H -3.06 1.05 2.02  0.097
H -6.42 0.52 -0.05  0.113
H -5.39 1.81 -0.30  0.056
C 2.46 -2.48 2.98  -0.660
O 2.12 -1.68 2.13  0.014
N 3.58 -3.23 2.72  0.156
N 1.93 -2.76 4.17  0.182
H 3.92 -3.93 3.35  0.093
H 4.22 -3.04 1.96  0.054
H 1.11 -2.33 4.55  0.083
H 2.53 -3.16 4.87  0.110
C 1.49 4.39 -2.06  -0.691
O 1.81 4.73 -0.93  0.014
N 2.28 3.79 -2.98  0.200
N 0.26 4.56 -2.50  0.175
H 3.20 3.52 -2.67  0.090
H 1.94 3.52 -3.89  0.084
H -0.31 4.88 -1.73  0.079
H -0.07 4.74 -3.43  0.116
C -5.69 -6.35 1.13  -0.101
O -6.35 -5.12 1.38  -0.191
C -5.81 -4.33 2.42  -0.197
C -4.26 -4.23 2.54  -0.211
N -3.86 -3.44 1.41  -0.030
C -2.43 -3.50 1.07  -0.183
C -1.85 -4.89 0.68  -0.140
O -0.65 -5.13 1.48  -0.203
C -0.95 -5.43 2.82  -0.124
H -4.63 -6.22 0.94  0.057
H -6.11 -6.74 0.20  0.088
H -5.96 -7.00 1.96  0.092
H -6.29 -4.67 3.35  0.114
H -6.22 -3.32 2.30  0.119
H -3.72 -5.17 2.64  0.093
H -4.10 -3.76 3.52  0.094
H -4.15 -2.48 1.51  0.065
H -1.85 -3.16 1.93  0.097
H -2.15 -2.80 0.28  0.096
H -1.60 -4.84 -0.38  0.095
H -2.61 -5.64 0.90  0.092
H -1.30 -6.44 3.02  0.094
H -1.67 -4.78 3.33  0.057
H -0.06 -5.19 3.42  0.082
C 2.31 5.87 -7.04  -0.125
O 2.25 4.45 -6.80  -0.176
C 3.60 4.01 -6.57  -0.212
C 3.58 2.66 -5.86  -0.204
N 2.58 1.81 -6.49  -0.058
C 2.47 0.43 -5.89  -0.156
C 1.66 0.53 -4.58  -0.241
O 0.46 1.22 -4.75  -0.142
C -0.28 1.23 -3.54  -0.107
H 2.69 6.51 -6.23  0.083
H 1.44 6.35 -7.47  0.082
H 3.10 6.11 -7.76  0.077
H 4.08 4.63 -5.82  0.119
H 4.17 4.01 -7.50  0.124
H 3.37 2.70 -4.79  0.078
H 4.58 2.21 -5.92  0.121
H 2.76 1.67 -7.47  0.109
H 3.48 0.05 -5.79  0.080
H 2.00 -0.24 -6.61  0.116
H 2.38 1.04 -3.92  0.078
H 1.56 -0.41 -4.02  0.115
H -1.12 1.92 -3.65  0.062
H 0.32 1.59 -2.69  0.061
H -0.59 0.25 -3.16  0.090
C 0.50 -1.67 -0.87  -0.038
C 0.37 -0.16 -0.51  -0.368
C -0.72 0.04 0.55  -0.187
O -0.77 1.30 1.25  -0.214
C -0.81 2.47 0.44  -0.085
N 1.63 0.26 0.12  0.055
H 0.67 -2.26 0.02  0.072
H 1.35 -1.86 -1.54  0.046
H -0.33 -2.14 -1.41  0.080
H 0.08 0.45 -1.37  0.076
H -0.61 -0.71 1.34  0.114
H -1.68 -0.31 0.15  0.118
H 0.14 2.67 -0.06  0.073
H -0.97 3.38 1.02  0.085
H -1.57 2.33 -0.34  0.076
H 1.91 -0.53 0.71  0.044
H 1.30 1.06 0.64  0.047
C 0.67 -7.69 -3.03  -0.040
C 1.15 -6.55 -2.09  -0.452
C 0.45 -5.25 -2.37  -0.203
O 0.66 -4.64 -3.64  -0.182
C 1.88 -4.02 -3.90  -0.105
N 1.05 -7.04 -0.76  0.047
H -0.30 -8.04 -2.67  0.078
H 1.45 -8.44 -3.07  0.078
H 0.49 -7.47 -4.08  0.075
H 2.23 -6.37 -2.18  0.109
H 0.57 -4.43 -1.65  0.101
H -0.63 -5.42 -2.36  0.123
H 1.80 -3.08 -3.34  0.064
H 2.04 -3.87 -4.97  0.090
H 2.71 -4.67 -3.64  0.079
H 0.39 -7.78 -0.56  0.071
H 0.92 -6.37 -0.02  0.060
C -1.15 2.64 5.85  -0.048
C -0.35 3.61 4.97  -0.422
C 0.80 2.99 4.21  -0.220
O 1.50 3.92 3.43  -0.186
C 2.39 3.32 2.50  -0.093
N -1.27 4.33 4.10  0.049
H -1.58 3.12 6.73  0.076
H -0.46 1.93 6.32  0.068
H -1.87 2.09 5.23  0.071
H 0.04 4.43 5.59  0.137
H 0.45 2.13 3.63  0.120
H 1.56 2.62 4.91  0.128
H 2.55 4.04 1.69  0.070
H 2.12 2.36 2.06  0.064
H 3.32 3.20 3.07  0.096
H -0.77 4.83 3.38  0.016
H -1.77 3.73 3.45  0.062
C -0.09 7.65 2.93  -0.052
C -0.13 6.73 1.68  -0.434
C -1.17 7.13 0.61  -0.161
O -1.50 6.14 -0.38  -0.222
C -2.39 6.57 -1.40  -0.107
N 1.20 6.73 1.18  0.050
H -0.02 8.69 2.59  0.076
H 0.86 7.48 3.44  0.071
H -0.87 7.65 3.68  0.074
H -0.44 5.73 2.01  0.092
H -0.85 8.01 0.05  0.126
H -2.06 7.48 1.15  0.123
H -3.08 7.38 -1.17  0.091
H -2.93 5.67 -1.70  0.065
H -1.72 6.90 -2.20  0.087
H 1.92 6.50 1.86  0.069
H 1.33 5.93 0.57  0.026
C -1.33 -1.76 5.97  -0.038
C -2.68 -1.98 5.23  -0.437
C -3.84 -2.13 6.22  -0.189
O -3.91 -3.32 7.02  -0.169
C -4.97 -3.32 7.93  -0.151
N -2.85 -1.04 4.17  0.074
H -0.88 -2.73 6.19  0.075
H -1.53 -1.15 6.85  0.078
H -0.58 -1.20 5.40  0.052
H -2.60 -3.00 4.82  0.099
H -4.82 -2.10 5.72  0.118
H -4.06 -1.26 6.85  0.123
H -4.73 -2.97 8.94  0.084
H -5.40 -4.30 8.11  0.085
H -5.84 -2.70 7.70  0.085
H -1.96 -0.90 3.71  0.061
H -3.56 -1.32 3.50  0.042
C 3.84 -4.25 -0.97  -0.077
C 4.96 -3.26 -1.23  -0.366
C 4.57 -2.26 -2.37  -0.173
O 5.13 -2.74 -3.59  -0.178
C 4.78 -1.96 -4.71  -0.124
N 5.19 -2.61 0.06  0.040
H 4.03 -4.95 -0.16  0.087
H 3.69 -4.90 -1.83  0.051
H 2.85 -3.80 -0.90  0.066
H 5.70 -3.96 -1.62  0.144
H 5.04 -1.28 -2.25  0.107
H 3.51 -2.09 -2.55  0.091
H 5.54 -2.00 -5.49  0.091
H 4.78 -0.90 -4.47  0.074
H 3.91 -2.28 -5.30  0.077
H 4.54 -1.83 0.11  0.075
H 6.12 -2.21 0.11  0.085



# 4
ORCA calculation (wB97M-V/def2-TZVPD) on a 2-piece molecular cluster, C3H5Br overall at a distorted geometry.

Values from the calculation:
multiplicity: 1
HOMO-LUMO gap: 6.76 eV
energy above the lowest of the compared OMol25 structures with the same formula, charge and spin: 174.89 kcal per mole
LUMO level: -1.191 eV

Last column: natural (NBO) charge in e.
Atoms and positions in Å:
C 0.24 -0.42 -0.06  -0.111
C 3.32 0.37 -1.32  -0.253
C -0.26 0.16 1.23  -0.727
Br 3.80 1.67 -2.49  0.150
H 0.77 0.27 -0.75  0.122
H 4.09 0.55 -0.50  0.103
H -0.40 1.20 1.16  0.211
H 0.85 0.13 1.47  0.276
H -0.74 -0.44 2.00  0.229



> Among the records above, which one has the highest energy above the lowest of the compared OMol25 structures with the same formula, charge and spin?

C3H5Br



> Among the records above, which one has the highest energy above the lowest of the compared OMol25 structures with the same formula, charge and spin?

C3H5Br



> Which formula does entry 4 have?

C3H5Br